# 1
# C2H8N3S2

A cluster of 2 separate species, C2H8N3S2 in total in a non-equilibrium geometry (ωB97M-V with the def2-TZVPD basis set, the OMol25 dataset).

Geometry as ORCA input:
```
! RIJCOSX wB97M-V def2-TZVPD def2/J DEFGRID3
* xyz 1 1
S -1.3819 1.7271 -0.4934
S 1.7421 1.5929 -0.2268
N 2.0605 -0.9064 0.2623
N -2.3400 -0.4123 0.6820
N -0.0828 -0.2580 0.6332
C -1.2273 0.3050 0.3433
C 1.1840 0.0658 0.2122
H 0.1346 0.7648 -2.1748
H -2.3636 -1.1450 1.4521
H 0.4414 2.0437 -0.5541
H -0.1098 -1.1752 0.9706
H -3.3476 0.0564 0.6192
H 1.9047 -1.8941 0.5952
H 3.0753 -0.8247 0.0595
H 0.3106 0.0599 -2.3805
*
```

The calculation puts the energy above the lowest of the compared OMol25 structures with the same formula, charge and spin at 42.1 kcal per mole. Its orbital gap is 8.478 eV. The calculation puts the LUMO energy at -4.49 eV. Its total energy is -28336.581 eV.



# 2
# C2H8N4

An isolated molecule of C2H8N4 in a non-equilibrium geometry (ωB97M-V with the def2-TZVPD basis set, the OMol25 dataset).

Geometry as ORCA input:
```
! RIJCOSX wB97M-V def2-TZVPD def2/J DEFGRID3
* xyz 0 1
N -1.6709 0.6062 1.7375
N 1.3394 0.1244 -0.7292
N 0.2411 0.5114 0.1815
N -2.0676 0.6240 0.3168
C 1.5486 -1.2471 -0.6871
C -0.9181 0.5141 -0.5464
H -2.4861 1.6290 0.0552
H 2.0038 -1.9228 0.1606
H -1.6118 -0.3321 1.9283
H -0.7586 1.0142 1.8752
H 2.1027 0.7705 -0.4076
H 2.4729 -1.2846 -1.3052
H 0.7003 -1.7299 -0.9964
H -0.8957 0.7227 -1.5831
*
```

The calculation puts the energy above the lowest of the compared OMol25 structures with the same formula, charge and spin at 99.4 kcal per mole. Its orbital gap is 9.429 eV. The calculation puts the LUMO energy at 1.11 eV. Its structure (SMILES) is CN/N=C/NN. Its total energy is -8159.939 eV.



# 3
# C2H8N4

A cluster of 2 separate species, C2H8N4 in total in a non-equilibrium geometry (ωB97M-V with the def2-TZVPD basis set, the OMol25 dataset).

Geometry as ORCA input:
```
! RIJCOSX wB97M-V def2-TZVPD def2/J DEFGRID3
* xyz 1 2
N 0.8972 0.8043 1.7467
N 1.1667 -1.5243 1.4226
N -0.8833 -0.4724 1.0754
N -0.0788 0.6768 -1.7718
C 0.4481 -0.4129 1.3839
C -1.0837 0.4189 -2.5027
H -1.1000 0.0833 0.2364
H 1.8760 1.0388 1.6126
H 2.1017 -1.4131 1.8334
H 0.2394 1.5683 1.6250
H -1.1418 -1.4267 0.8361
H -1.8713 1.1705 -2.5179
H 0.6501 -0.0331 -1.8753
H -1.2201 -0.4786 -3.1044
*
```

The calculation puts the energy above the lowest of the compared OMol25 structures with the same formula, charge and spin at 7.6 kcal per mole. Its orbital gap (alpha / beta) is 10.756 / 5.844 eV. The calculation puts the LUMO energy (alpha / beta) at -3.54 / -8.43 eV. Its total energy is -8154.985 eV.



# 4
# C2H8N4O

A cluster of 2 separate species, C2H8N4O in total in a non-equilibrium geometry (ωB97M-V with the def2-TZVPD basis set, the OMol25 dataset).

Geometry as ORCA input:
```
! RIJCOSX wB97M-V def2-TZVPD def2/J DEFGRID3
* xyz 2 1
O -1.4244 1.5175 0.5676
N 1.6269 -1.2599 1.5760
N 0.1153 -2.8035 0.5035
N -0.3865 0.5511 -0.0372
N -0.1409 2.0585 -1.8489
C 0.8929 -2.0495 1.1399
C 0.0839 0.9693 -1.1564
H -1.9864 0.9625 1.1561
H -0.9529 2.2027 1.1041
H 0.3308 2.2280 -2.7261
H 0.8131 0.2574 -1.5361
H 0.4680 -3.4843 -0.1708
H 2.2813 -1.0087 2.2952
H -0.8728 -2.8772 0.7297
H -0.8483 2.7361 -1.5966
*
```

The calculation puts the energy above the lowest of the compared OMol25 structures with the same formula, charge and spin at 35.8 kcal per mole. Its orbital gap is 11.024 eV. The calculation puts the LUMO energy at -7.45 eV. Its total energy is -10191.241 eV.



# 5
# C2H8N4O

A cluster of 2 separate species, C2H8N4O in total in a non-equilibrium geometry (ωB97M-V with the def2-TZVPD basis set, the OMol25 dataset).

Geometry as ORCA input:
```
! RIJCOSX wB97M-V def2-TZVPD def2/J DEFGRID3
* xyz 2 1
O -0.8883 0.0542 -0.2466
N -1.1337 2.4838 -0.5767
N 1.5140 -1.4510 -0.6256
N 0.5213 -1.9455 1.4505
N 1.5127 -1.7689 -1.7080
C 1.1269 -1.0182 0.4899
C -0.9082 1.0092 -0.9878
H -0.4147 2.7806 0.0985
H -2.0506 2.5223 0.0032
H -0.6601 0.9428 -2.1183
H 1.1529 -2.7629 1.6601
H 0.1827 -1.4492 2.2312
H 1.6296 -0.0934 0.8778
H -0.3113 -2.3325 0.9276
H -1.2732 3.0287 -1.4758
*
```

The calculation puts the energy above the lowest of the compared OMol25 structures with the same formula, charge and spin at 51.4 kcal per mole. Its orbital gap is 8.371 eV. The calculation puts the LUMO energy at -8.61 eV. Its total energy is -10190.562 eV.



# 6
# C2H8N4O

The ion C2H8N4O with charge +2 in a non-equilibrium geometry (ωB97M-V with the def2-TZVPD basis set, the OMol25 dataset).

Geometry as ORCA input:
```
! RIJCOSX wB97M-V def2-TZVPD def2/J DEFGRID3
* xyz 2 1
O 1.5936 -1.2360 -0.0910
N 2.1805 1.0852 0.6164
N -1.8694 -0.2816 -0.4131
N 0.7559 1.0826 0.3469
N 0.3793 -0.6015 0.0958
C -0.8031 -0.9213 -0.3540
C -3.0296 0.0357 -0.6430
H 2.4368 0.0073 0.8609
H -3.8455 -0.1204 0.1351
H 1.3472 -2.1110 -0.4171
H -3.3913 0.4584 -1.4808
H 0.1618 1.2779 1.1003
H -0.8795 -1.8030 -0.9567
H 2.6538 1.4275 -0.2425
H 2.3095 1.7003 1.4427
*
```

The calculation puts the energy above the lowest of the compared OMol25 structures with the same formula, charge and spin at 135.7 kcal per mole. Its orbital gap is 9.400 eV. The calculation puts the LUMO energy at -9.18 eV. Its structure (SMILES) is C=N/C=[N+](/O)N[NH3+]. Its total energy is -10186.909 eV.



What is the energy above the lowest of the compared OMol25 structures with the same formula, charge and spin in the fourth record? 35.8 kcal per mole